{
  "formula": "C28H40F2IrN2O3Si",
  "method": "ωB97M-V/def2-TZVPD",
  "homo_energy_ev": [-6.554, -8.259],
  "s2": 8.78,
  "orbital_gap_ev": [6.22, 5.51],
  "spin_multiplicity": 6,
  "energy_ev": -54954.8019,
  "elements": ["Ir", "Si", "F", "F", "O", "O", "O", "N", "N", "C", "C", "C", "C", "C", "C", "C", "C", "C", "C", "C", "C", "C", "C", "C", "C", "C", "C", "C", "C", "C", "C", "C", "C", "C", "C", "C", "C", "H", "H", "H", "H", "H", "H", "H", "H", "H", "H", "H", "H", "H", "H", "H", "H", "H", "H", "H", "H", "H", "H", "H", "H", "H", "H", "H", "H", "H", "H", "H", "H", "H", "H", "H", "H", "H", "H", "H", "H"],
  "positions_angstrom": [[-0.27, -0.16, 0.70], [0.24, -0.90, 3.03], [-3.09, -0.68, 0.18], [-2.72, 1.45, 0.63], [-0.56, -1.77, -1.00], [-1.39, -4.34, -1.79], [0.35, 1.93, 0.56], [1.59, -0.01, -0.49], [2.32, 1.14, -0.35], [1.43, 4.38, 1.09], [-2.53, -3.44, -1.69], [1.98, 5.63, 1.33], [0.88, -3.62, 2.39], [-0.99, 1.61, 3.64], [3.06, -0.95, 2.40], [0.82, -4.93, -2.00], [-2.42, -0.36, 3.92], [-0.23, -2.77, 3.03], [2.16, -4.62, -1.93], [2.47, -1.45, 4.77], [3.48, 3.70, 0.01], [3.27, 5.92, 0.91], [-1.49, -3.02, 2.17], [2.18, 3.41, 0.42], [4.02, 4.95, 0.25], [2.08, -0.61, 3.53], [1.72, -2.33, -1.26], [-0.13, -3.97, -1.72], [-0.64, 0.10, 5.60], [2.34, 0.87, 3.85], [-0.50, -3.35, 4.43], [-0.97, 0.14, 4.10], [1.56, 2.08, 0.20], [2.61, -3.33, -1.59], [2.25, -1.01, -0.96], [-2.20, 0.36, -0.03], [0.30, -2.62, -1.31], [0.43, 4.14, 1.40], [-1.36, -2.88, 4.92], [-1.32, 1.72, 2.61], [3.42, 1.01, 4.01], [2.51, -2.52, 4.55], [-1.42, 0.65, 6.14], [2.89, -5.38, -2.17], [-0.02, 2.10, 3.73], [-0.74, -4.42, 4.34], [-3.09, 0.34, 4.44], [1.15, -3.25, 1.39], [-3.38, -4.07, -1.93], [-1.70, 2.16, 4.27], [0.36, -3.26, 5.10], [3.47, -1.15, 5.09], [4.09, -0.89, 2.79], [2.04, 1.53, 3.04], [0.48, -5.92, -2.28], [-2.21, 0.59, -1.10], [5.02, 5.18, -0.08], [2.99, -0.22, 1.59], [0.31, 0.57, 5.83], [1.84, 1.20, 4.76], [1.80, -1.31, 5.61], [-0.62, -0.92, 6.00], [3.70, 6.90, 1.10], [3.31, -0.84, -1.13], [-2.58, -1.35, 4.35], [-1.70, -4.10, 2.15], [2.94, -1.94, 1.98], [3.67, -3.10, -1.57], [1.39, 6.39, 1.84], [-2.62, -3.03, -0.70], [-1.35, -2.70, 1.14], [1.79, -3.65, 2.99], [4.05, 2.93, -0.51], [-2.73, -0.38, 2.87], [-2.44, -2.63, -2.41], [0.52, -4.65, 2.28], [-2.38, -2.52, 2.55]]
}

=====

{
  "formula": "C28H41BCl3N10OPZr",
  "method": "ωB97M-V/def2-TZVPD",
  "homo_energy_ev": [-15.968, -15.968],
  "s2": 0.77,
  "orbital_gap_ev": [6.70, 3.77],
  "spin_multiplicity": 2,
  "total_charge": 3,
  "energy_ev": -95442.6938,
  "elements": ["Zr", "Cl", "Cl", "Cl", "P", "O", "N", "N", "N", "N", "N", "N", "N", "N", "N", "N", "C", "C", "C", "C", "C", "C", "C", "C", "C", "C", "C", "C", "C", "C", "C", "C", "C", "C", "C", "C", "C", "C", "C", "C", "C", "C", "C", "C", "B", "H", "H", "H", "H", "H", "H", "H", "H", "H", "H", "H", "H", "H", "H", "H", "H", "H", "H", "H", "H", "H", "H", "H", "H", "H", "H", "H", "H", "H", "H", "H", "H", "H", "H", "H", "H", "H", "H", "H", "H", "H"],
  "positions_angstrom": [[-0.30, 0.06, -0.03], [3.33, -1.49, -2.82], [6.99, -0.05, 0.80], [1.73, 0.61, 1.80], [-0.57, 1.98, -1.97], [1.45, -0.42, -0.79], [-0.57, -2.09, -1.29], [-1.77, -1.16, 2.38], [-2.46, -0.13, -0.24], [-1.00, 1.69, 1.24], [-0.62, -1.24, 1.66], [-3.06, 0.02, 4.59], [-3.69, 0.07, 3.38], [-1.86, 1.36, 2.25], [-1.58, -2.92, -0.68], [-3.33, -0.04, 0.80], [-2.26, 3.99, -3.02], [-0.42, 2.86, 1.59], [-3.20, -0.19, -1.36], [4.37, 0.24, 1.24], [-2.08, -4.03, -1.53], [-1.82, 2.31, 3.19], [5.06, -0.72, -0.92], [-0.93, -4.90, -2.05], [-2.11, 3.00, -1.87], [5.38, -0.19, 0.34], [-0.60, 1.38, -3.72], [-5.28, 0.17, 4.92], [2.70, -0.38, -0.44], [-0.92, 3.29, 2.81], [-1.84, -2.19, 3.22], [-5.04, 0.17, 3.57], [-2.88, -3.49, -2.70], [2.11, 2.78, -1.46], [-4.59, -0.05, 0.33], [0.75, 3.28, -1.98], [-2.98, -4.85, -0.61], [-4.00, 0.07, 5.50], [0.45, 0.31, -4.04], [0.03, -2.35, 2.07], [3.75, -0.82, -1.31], [-0.71, -2.99, 3.06], [3.07, 0.13, 0.83], [-4.55, -0.15, -1.05], [-2.74, 0.06, 2.22], [0.40, 4.11, -1.37], [-2.29, -2.84, -3.36], [0.56, -0.41, -3.23], [-1.35, -5.77, -2.55], [-0.46, -3.89, 3.59], [-0.31, -4.37, -2.79], [2.83, 3.60, -1.45], [-1.20, -3.32, 0.17], [2.51, 2.00, -2.11], [-2.74, -0.28, -2.33], [-3.72, -4.20, -0.13], [-2.96, 2.32, -1.84], [-3.74, 0.05, 6.55], [-2.43, 2.25, 4.08], [0.30, 3.35, 0.96], [-3.11, 4.65, -2.82], [0.86, 3.65, -3.00], [-6.23, 0.24, 5.42], [-3.76, -2.95, -2.36], [-0.45, 2.24, -4.37], [0.98, -2.63, 1.65], [-5.39, -0.18, -1.73], [-5.75, 0.26, 2.77], [2.02, 2.40, -0.44], [0.18, -0.24, -4.94], [-2.46, 3.49, -3.96], [-2.41, -5.37, 0.16], [-2.08, 3.52, -0.91], [1.43, 0.76, -4.21], [-1.38, 4.62, -3.14], [-3.22, -4.32, -3.32], [-5.45, 0.00, 0.97], [-3.52, -5.60, -1.19], [-1.61, 1.00, -3.92], [5.85, -1.05, -1.59], [-0.29, -5.26, -1.24], [-2.66, -2.32, 3.90], [4.62, 0.64, 2.21], [-0.66, 4.18, 3.35], [-0.88, -1.98, -2.25], [0.31, -2.60, -1.36]]
}

=====

{
  "formula": "C28H41BrFN6O3Ti",
  "method": "ωB97M-V/def2-TZVPD",
  "homo_energy_ev": [-10.749, -11.404],
  "s2": 2.01,
  "orbital_gap_ev": [8.00, 8.46],
  "spin_multiplicity": 3,
  "total_charge": 1,
  "energy_ev": -140659.5049,
  "elements": ["Br", "Ti", "F", "O", "O", "O", "N", "N", "N", "N", "N", "N", "C", "C", "C", "C", "C", "C", "C", "C", "C", "C", "C", "C", "C", "C", "C", "C", "C", "C", "C", "C", "C", "C", "C", "C", "C", "C", "C", "C", "H", "H", "H", "H", "H", "H", "H", "H", "H", "H", "H", "H", "H", "H", "H", "H", "H", "H", "H", "H", "H", "H", "H", "H", "H", "H", "H", "H", "H", "H", "H", "H", "H", "H", "H", "H", "H", "H", "H", "H", "H"],
  "positions_angstrom": [[-0.19, 2.16, -3.49], [0.48, 0.30, -1.66], [-3.84, 0.85, 3.72], [3.50, -1.60, 0.56], [-0.34, -0.05, 0.32], [1.99, -0.64, -0.75], [2.26, 0.38, -3.10], [-2.50, -0.05, -2.83], [-1.81, 0.43, -1.69], [0.08, -1.82, -2.35], [1.27, 2.10, -0.63], [1.10, -1.55, 3.85], [0.76, 4.40, -0.20], [1.11, -1.46, 6.29], [4.08, 3.51, 1.43], [-1.91, 0.20, 2.58], [-0.34, -2.29, -3.70], [-0.65, -0.42, 2.62], [-4.43, -0.21, -4.22], [-0.16, -0.94, 3.83], [3.07, -2.47, 5.10], [1.94, 4.51, 0.52], [-4.20, 1.78, -2.73], [-0.41, -1.37, 6.31], [-3.95, 0.28, -2.86], [1.57, -2.25, 5.08], [-2.64, 0.26, 3.73], [2.42, 2.23, 0.07], [2.40, -1.13, 0.39], [-4.65, -0.48, -1.74], [-2.17, -0.25, 4.94], [0.51, 3.15, -0.72], [0.27, -1.46, -4.80], [2.36, 0.00, -4.52], [1.84, -1.56, 2.74], [1.43, -1.04, 1.53], [2.79, 3.42, 0.66], [0.15, -0.48, 1.40], [1.81, -1.40, -4.80], [-0.93, -0.85, 5.00], [1.56, -0.47, 6.27], [-5.73, -0.34, -1.81], [-4.34, -0.13, -0.76], [-0.75, -0.73, 7.12], [2.20, -1.71, -5.77], [-2.28, 0.62, 1.66], [4.92, 3.11, 0.86], [-0.07, -3.35, -3.81], [2.21, 5.46, 0.96], [-5.26, 2.00, -2.88], [-2.78, -0.15, 5.82], [4.02, 2.95, 2.37], [3.05, 1.35, 0.13], [1.80, 0.73, -5.10], [-1.43, -2.21, -3.74], [4.31, 4.55, 1.68], [3.41, 0.06, -4.84], [3.33, -2.91, 6.06], [3.61, -1.53, 5.00], [1.01, -2.20, -2.15], [-0.83, -2.37, 6.50], [0.08, 5.23, -0.34], [-3.92, 0.32, -5.03], [-2.06, 0.42, -3.62], [-0.12, -0.44, -4.74], [-4.44, -1.55, -1.82], [3.41, -3.17, 4.33], [2.52, 1.37, -3.02], [-2.09, -0.12, -0.88], [-4.25, -1.28, -4.33], [-0.08, -1.87, -5.75], [2.95, -0.14, -2.56], [-0.53, -2.25, -1.66], [2.24, -2.11, -4.08], [1.06, -3.22, 5.08], [1.47, -1.96, 7.19], [-2.02, 1.41, -1.50], [-3.95, 2.16, -1.74], [-3.63, 2.34, -3.47], [-5.50, -0.03, -4.33], [2.81, -2.01, 2.78]]
}

=====

{
  "formula": "C28H41FGeN2O4Pd",
  "method": "ωB97M-V/def2-TZVPD",
  "homo_energy_ev": -19.752,
  "orbital_gap_ev": 4.37,
  "total_charge": 4,
  "energy_ev": -103541.6990,
  "elements": ["Pd", "Ge", "F", "O", "O", "O", "O", "N", "N", "C", "C", "C", "C", "C", "C", "C", "C", "C", "C", "C", "C", "C", "C", "C", "C", "C", "C", "C", "C", "C", "C", "C", "C", "C", "C", "C", "C", "H", "H", "H", "H", "H", "H", "H", "H", "H", "H", "H", "H", "H", "H", "H", "H", "H", "H", "H", "H", "H", "H", "H", "H", "H", "H", "H", "H", "H", "H", "H", "H", "H", "H", "H", "H", "H", "H", "H", "H", "H"],
  "positions_angstrom": [[0.95, 0.25, 0.53], [-0.45, 0.15, 2.81], [2.95, 8.63, -2.58], [0.60, 1.03, -1.42], [2.26, 4.02, -0.71], [-0.18, 1.98, 0.36], [1.94, -1.42, 0.41], [3.74, -0.97, -0.91], [-0.90, 4.99, -3.05], [2.14, 6.55, -1.96], [1.16, 5.64, -2.06], [0.15, 3.40, -1.56], [-3.47, -0.53, 4.66], [2.96, -1.81, -0.28], [1.29, 4.32, -1.36], [0.18, 2.07, -0.85], [4.64, -3.78, -0.07], [-2.50, 0.14, 5.63], [6.07, -1.75, -0.65], [-1.54, 4.59, -5.39], [4.96, -1.41, -1.63], [2.39, -2.90, 4.99], [1.27, -0.82, 2.99], [1.03, -0.77, 4.52], [-2.51, 6.58, -4.06], [0.00, 5.91, -2.90], [-2.04, 5.14, -4.05], [2.00, 7.79, -2.70], [-1.37, 7.54, -4.35], [-0.85, 3.74, -2.38], [-2.13, -0.72, 2.45], [-0.13, 7.22, -3.59], [2.27, -1.41, 5.22], [5.59, -2.70, 0.45], [3.19, -3.29, -0.33], [-2.78, -1.45, 3.66], [0.90, 8.11, -3.50], [-1.94, -1.46, 1.66], [2.22, -0.39, 2.67], [6.49, -0.84, -0.21], [0.92, 0.25, 4.91], [6.46, -3.18, 0.91], [0.88, 9.08, -3.98], [3.04, 6.40, -1.37], [-3.28, 6.67, -4.84], [-1.66, 8.57, -4.11], [-3.04, 0.73, 6.37], [5.24, -0.60, -2.31], [-0.42, 1.53, 3.46], [-1.69, 3.10, -2.61], [1.13, -1.80, 2.53], [1.43, -3.41, 5.15], [2.84, -3.60, -1.32], [-4.19, -1.12, 5.22], [5.04, -4.21, -0.99], [-1.26, 3.54, -5.32], [-2.80, 0.04, 2.06], [-3.50, -2.15, 3.22], [-2.83, 4.49, -3.66], [-0.69, 5.15, -5.77], [0.15, -1.35, 4.80], [-1.10, 7.57, -5.42], [-1.82, 0.84, 5.14], [3.16, -0.87, 4.89], [-4.05, 0.22, 4.12], [3.10, -3.33, 5.70], [2.49, -3.72, 0.39], [4.68, -2.26, -2.25], [-1.91, -0.60, 6.17], [5.11, -2.14, 1.26], [-2.04, -2.08, 4.17], [2.75, -3.14, 3.99], [-2.36, 4.66, -6.11], [-2.99, 6.82, -3.12], [2.14, -1.18, 6.28], [3.58, 0.02, -0.81], [6.88, -2.21, -1.23], [4.58, -4.60, 0.64]]
}

=====

{
  "formula": "C28H41FeN9O2S3",
  "method": "ωB97M-V/def2-TZVPD",
  "homo_energy_ev": [-15.600, -15.599],
  "s2": 8.76,
  "orbital_gap_ev": [8.84, 5.89],
  "spin_multiplicity": 6,
  "total_charge": 3,
  "energy_ev": -114080.7472,
  "elements": ["Fe", "S", "S", "S", "O", "O", "N", "N", "N", "N", "N", "N", "N", "N", "N", "C", "C", "C", "C", "C", "C", "C", "C", "C", "C", "C", "C", "C", "C", "C", "C", "C", "C", "C", "C", "C", "C", "C", "C", "C", "C", "C", "C", "H", "H", "H", "H", "H", "H", "H", "H", "H", "H", "H", "H", "H", "H", "H", "H", "H", "H", "H", "H", "H", "H", "H", "H", "H", "H", "H", "H", "H", "H", "H", "H", "H", "H", "H", "H", "H", "H", "H", "H", "H"],
  "positions_angstrom": [[-0.51, -1.19, 0.48], [2.23, -1.23, -0.60], [-0.38, -3.30, -1.17], [2.90, -3.51, -3.37], [0.15, 2.79, -0.04], [0.18, 0.65, 0.60], [-1.09, -0.23, -1.44], [1.67, 6.17, -2.04], [1.34, 3.90, -2.18], [-2.41, -0.34, 1.18], [-4.61, -0.45, 0.99], [0.09, -1.25, 2.49], [2.48, 5.03, -3.86], [-0.17, -1.92, 4.57], [-1.94, -2.82, 1.46], [2.93, -0.01, 5.24], [-0.95, 2.04, -2.59], [1.59, 2.54, -2.65], [-4.55, 3.12, 1.96], [-2.95, 0.94, 1.46], [-5.17, 1.97, 1.54], [0.80, -3.43, 0.24], [1.87, -0.81, 5.60], [2.24, 0.10, 2.91], [0.38, 1.89, -3.33], [1.83, 5.03, -2.70], [-0.20, 1.63, -0.20], [2.23, -2.94, 0.01], [-4.33, 0.88, 1.32], [-3.26, -2.60, 0.84], [3.51, -1.17, -1.90], [-0.66, -1.94, 3.33], [-3.16, 3.19, 2.18], [3.11, 0.44, 3.92], [-1.15, 1.25, -1.31], [0.99, -1.14, 4.57], [0.36, -4.40, -2.44], [-3.46, -1.11, 0.94], [1.13, -3.75, -3.59], [1.16, -0.72, 3.26], [-1.94, -2.60, 2.93], [3.14, -1.71, -3.27], [-2.34, 2.11, 1.94], [0.34, -2.83, 1.05], [-1.76, 1.79, -3.27], [-2.11, -3.53, 3.47], [-2.76, -1.93, 3.19], [2.55, 4.21, -4.44], [3.95, 1.07, 3.70], [-5.16, 4.00, 2.16], [-0.31, -0.50, -2.04], [-3.23, -2.95, -0.19], [-2.73, 4.10, 2.56], [0.79, -4.45, 0.62], [2.44, 2.54, -3.33], [2.86, 5.89, -4.24], [-4.06, -3.13, 1.35], [-0.59, -2.36, 5.38], [-2.14, 1.50, -0.94], [4.37, -1.69, -1.48], [0.83, 3.96, -1.30], [-0.52, -4.90, -2.83], [2.73, -3.58, -0.72], [-1.66, -3.78, 1.28], [2.78, -2.98, 0.95], [1.98, 7.05, -2.43], [0.66, -2.80, -3.88], [-1.28, 2.15, 2.14], [2.26, -1.21, -3.68], [2.36, 0.46, 1.90], [-5.53, -0.85, 0.87], [1.72, -1.16, 6.61], [1.04, -4.42, -4.44], [3.77, -0.11, -1.96], [-1.09, 3.09, -2.33], [-1.93, -0.59, -1.88], [0.26, 2.32, -4.32], [0.63, 0.83, -3.50], [3.97, -1.50, -3.94], [0.95, -5.14, -1.89], [1.91, 1.97, -1.77], [3.64, 0.28, 6.00], [1.23, 6.20, -1.14], [-6.24, 1.91, 1.42]]
}

=====

{
  "formula": "C28H42AsHgNO4P",
  "method": "ωB97M-V/def2-TZVPD",
  "homo_energy_ev": [-7.063, -8.307],
  "s2": 0.75,
  "orbital_gap_ev": [7.38, 7.25],
  "spin_multiplicity": 2,
  "energy_ev": -113701.6136,
  "elements": ["Hg", "As", "P", "O", "O", "O", "O", "N", "C", "C", "C", "C", "C", "C", "C", "C", "C", "C", "C", "C", "C", "C", "C", "C", "C", "C", "C", "C", "C", "C", "C", "C", "C", "C", "C", "C", "H", "H", "H", "H", "H", "H", "H", "H", "H", "H", "H", "H", "H", "H", "H", "H", "H", "H", "H", "H", "H", "H", "H", "H", "H", "H", "H", "H", "H", "H", "H", "H", "H", "H", "H", "H", "H", "H", "H", "H", "H", "H"],
  "positions_angstrom": [[0.00, -0.23, 0.20], [0.72, -2.78, -2.19], [3.30, 1.09, -1.20], [-3.93, -0.57, -1.81], [1.34, -2.51, -0.67], [-2.41, -0.70, -0.16], [1.93, 1.13, -1.80], [-1.40, 1.67, -0.89], [-0.68, -1.94, 3.31], [0.98, 2.02, 3.18], [1.36, -1.54, -3.50], [1.29, -0.37, 3.38], [0.74, 4.61, -0.73], [3.31, 1.11, 3.59], [-0.88, 2.89, -1.20], [-1.19, -2.75, -2.25], [3.51, 2.29, 0.12], [-2.54, 3.16, -2.93], [-3.06, 1.96, -2.58], [-0.82, 4.93, -2.54], [-2.45, 0.33, 3.33], [4.58, 1.45, -2.41], [1.52, 3.43, 3.03], [-2.44, 1.22, -1.54], [-0.10, -0.55, 3.31], [0.23, 5.39, -1.80], [0.20, 3.39, -0.44], [2.17, -1.59, 3.49], [1.25, -4.52, -2.82], [-2.99, -0.15, -1.14], [-1.29, 3.07, 3.02], [-0.96, 0.56, 3.27], [3.75, -0.49, -0.46], [1.83, 0.92, 3.37], [-1.41, 3.68, -2.24], [-0.41, 1.84, 3.16], [4.35, 2.40, -2.89], [0.59, 2.77, 0.37], [4.78, -0.47, -0.10], [0.75, -5.28, -2.22], [-2.34, 2.85, 3.14], [-1.22, 5.52, -3.35], [-1.54, -3.31, -3.12], [3.91, 0.80, 2.72], [-2.98, 1.17, 3.76], [-2.86, 0.14, 2.33], [2.57, 3.44, 2.73], [2.45, -1.56, -3.52], [3.56, 2.14, 3.81], [1.56, 5.00, -0.13], [-1.59, -3.18, -1.34], [-0.96, -2.26, 4.32], [3.65, 0.52, 4.44], [1.04, -0.53, -3.23], [0.97, -1.81, -4.49], [-2.68, -0.54, 3.95], [3.21, -1.33, 3.69], [0.02, -2.67, 2.92], [0.68, 6.34, -2.02], [1.83, -2.25, 4.29], [4.54, 2.30, 0.50], [-1.17, 3.52, 2.03], [3.62, -1.29, -1.19], [2.83, 2.01, 0.93], [3.07, -0.70, 0.36], [-1.58, -2.00, 2.69], [0.99, -4.65, -3.87], [-3.93, 1.53, -3.06], [4.56, 0.67, -3.18], [-1.54, -1.72, -2.33], [1.44, 3.99, 3.96], [5.57, 1.50, -1.96], [2.15, -2.16, 2.56], [-1.02, 3.83, 3.76], [0.96, 3.98, 2.27], [3.23, 3.27, -0.25], [-2.97, 3.75, -3.74], [2.33, -4.62, -2.69]]
}